# 1
DFT (the ωB97M-V functional and the def2-TZVPD basis) results for a molecular structure, C48H41N3OP2RuS.

Results
2S+1: 6
Energy above the lowest of the compared OMol25 structures with the same formula, charge and spin, kJ/mol: 43.4
⟨S²⟩: 8.82
Net charge: -1
Total energy, Ha: -3268.8780
HOMO-LUMO gap (alpha / beta), eV: 3.45 / 5.53

```
97
Properties=species:S:1:pos:R:3:mulliken_spin:R:1
Ru -1.172 -0.435 0.719 2.11
C -2.841 2.360 1.111 0.00
P -2.351 1.485 -0.433 0.08
C -1.580 2.851 -1.368 0.03
C -2.340 3.879 -1.931 -0.01
C -1.724 4.932 -2.586 0.00
C -0.337 4.979 -2.675 0.00
C 0.425 3.977 -2.097 0.00
C -0.192 2.918 -1.445 0.03
C -3.904 1.112 -1.301 0.00
C -4.081 1.303 -2.671 0.04
C -5.200 0.802 -3.317 -0.01
C -6.161 0.093 -2.610 0.02
C -5.986 -0.124 -1.249 -0.01
C -4.864 0.369 -0.606 0.02
C -1.733 2.242 2.113 0.02
C -1.416 3.103 3.141 0.00
C -0.435 2.445 3.917 0.02
C -0.204 1.221 3.316 -0.05
C 0.643 0.126 3.889 0.01
P 1.763 -0.776 2.714 0.00
C 3.089 -1.299 3.892 0.00
C 4.397 -1.263 3.413 0.00
C 5.463 -1.644 4.218 0.00
C 5.235 -2.060 5.520 0.00
C 3.937 -2.094 6.013 0.00
C 2.877 -1.718 5.206 0.00
C 0.892 -2.396 2.524 0.03
C 0.174 -3.050 3.526 0.04
C -0.424 -4.277 3.288 0.00
C -0.317 -4.874 2.038 0.01
C 0.397 -4.240 1.034 0.01
C 0.997 -3.013 1.276 -0.04
N -0.979 1.095 2.196 -0.02
H -3.085 3.405 0.907 0.00
H -3.750 1.873 1.481 0.00
H -3.421 3.858 -1.852 0.00
H -2.325 5.718 -3.026 0.00
H 0.145 5.800 -3.192 0.00
H 1.506 4.007 -2.154 0.01
H 0.404 2.135 -0.995 -0.02
H -3.329 1.827 -3.245 0.00
H -5.312 0.953 -4.383 0.00
H -7.028 -0.308 -3.119 0.00
H -6.716 -0.698 -0.692 0.00
H -4.715 0.150 0.446 0.01
H -1.854 4.074 3.317 0.00
H 0.050 2.811 4.810 0.00
H 1.299 0.563 4.645 0.00
H -0.001 -0.587 4.415 -0.01
H 4.576 -0.934 2.396 0.01
H 6.472 -1.611 3.825 0.00
H 6.065 -2.354 6.151 0.00
H 3.753 -2.417 7.031 0.00
H 1.872 -1.746 5.608 0.00
H 0.074 -2.604 4.508 0.00
H -0.968 -4.776 4.082 0.00
H -0.789 -5.831 1.851 0.00
H 0.473 -4.687 0.051 0.00
H 1.523 -2.502 0.479 0.00
C -3.683 -2.241 4.257 0.00
C -3.044 -1.715 3.065 0.06
N -2.542 -1.312 2.120 -0.09
H -3.256 -1.762 5.137 0.00
H -3.511 -3.315 4.313 0.00
H -4.753 -2.042 4.225 0.00
C 4.936 3.342 -4.515 0.00
C 5.747 2.266 -5.196 0.05
O 5.882 2.194 -6.390 0.02
S 6.500 1.029 -4.076 0.01
C 5.096 0.634 -3.105 0.40
C 4.970 1.111 -1.764 -0.04
C 3.826 0.909 -1.056 0.17
C 2.698 0.213 -1.630 0.18
C 2.842 -0.251 -2.990 0.17
C 3.991 -0.054 -3.690 -0.03
C 1.531 0.036 -0.922 0.30
C 0.485 -0.124 -0.262 0.21
H 4.536 4.017 -5.269 0.00
H 5.569 3.882 -3.810 0.00
H 4.123 2.894 -3.943 0.02
H 5.804 1.643 -1.322 0.01
H 3.736 1.267 -0.037 0.04
H 2.006 -0.773 -3.441 0.04
H 4.082 -0.411 -4.709 0.01
N -1.632 -1.641 -0.606 0.92
C -1.831 -1.877 -1.905 -0.18
C -1.349 -0.990 -2.903 0.17
C -1.568 -1.254 -4.240 -0.10
C -2.270 -2.387 -4.640 0.17
C -2.749 -3.268 -3.673 -0.10
C -2.535 -3.030 -2.331 0.21
H -0.787 -0.120 -2.587 0.03
H -1.182 -0.567 -4.985 0.00
H -2.435 -2.586 -5.691 0.01
H -3.296 -4.154 -3.976 0.00
H -2.901 -3.713 -1.575 0.01
```

# 2
DFT (the ωB97M-V functional and the def2-TZVPD basis) results for a molecular structure, C48H42AuN7O3S4.

Results
2S+1: 3
Energy above the lowest of the compared OMol25 structures with the same formula, charge and spin, kJ/mol: 0.0
⟨S²⟩: 2.01
Net charge: +2
Total energy, Ha: -4190.9637
HOMO-LUMO gap (alpha / beta), eV: 8.74 / 6.22

```
105
Properties=species:S:1:pos:R:3:mulliken_spin:R:1
Au -1.977 0.007 -0.921 0.63
N -1.331 -0.917 0.828 0.17
S -0.671 -0.400 2.031 0.02
N 0.887 0.127 1.970 -0.01
S 2.060 -0.664 1.355 0.00
N 1.997 -1.176 -0.116 0.00
S 1.418 -0.329 -1.373 -0.01
N -0.010 -0.586 -1.811 0.60
C 1.938 1.354 -1.156 -0.01
C 1.002 2.279 -0.724 -0.01
C 1.403 3.596 -0.545 0.00
C 2.712 3.967 -0.816 0.00
C 3.637 3.025 -1.256 0.00
C 3.258 1.706 -1.422 0.00
C 2.371 -0.931 -2.724 0.09
C 3.163 -2.061 -2.594 0.01
C 3.841 -2.519 -3.713 0.00
C 3.712 -1.857 -4.927 0.02
C 2.904 -0.730 -5.038 -0.01
C 2.218 -0.260 -3.933 0.01
C 3.441 0.408 1.625 0.00
C 3.277 1.676 2.154 0.00
C 4.408 2.458 2.340 0.00
C 5.662 1.971 2.001 0.00
C 5.803 0.695 1.465 0.00
C 4.687 -0.099 1.273 0.00
C 2.465 -2.134 2.239 0.00
C 2.533 -3.367 1.611 0.00
C 2.878 -4.475 2.373 0.00
C 3.146 -4.335 3.727 0.00
C 3.068 -3.088 4.339 0.00
C 2.727 -1.974 3.596 0.00
C -0.682 -1.644 3.292 0.02
C -0.706 -2.965 2.861 0.00
C -0.689 -3.975 3.808 0.00
C -0.662 -3.661 5.162 0.00
C -0.652 -2.336 5.575 0.00
C -0.660 -1.312 4.638 0.00
C -1.379 1.053 2.764 -0.02
C -0.647 1.984 3.492 0.00
C -1.304 3.078 4.026 0.00
C -2.672 3.234 3.834 0.00
C -3.392 2.296 3.110 0.00
C -2.745 1.194 2.571 0.01
H -0.026 2.010 -0.527 0.03
H 0.679 4.327 -0.210 0.00
H 3.015 4.999 -0.695 0.00
H 4.653 3.323 -1.477 0.00
H 3.971 0.969 -1.773 0.00
H 3.257 -2.567 -1.643 0.00
H 4.469 -3.396 -3.638 0.00
H 4.246 -2.220 -5.794 0.00
H 2.806 -0.222 -5.987 0.00
H 1.577 0.610 -4.008 0.00
H 2.292 2.048 2.399 0.00
H 4.306 3.453 2.753 0.00
H 6.538 2.586 2.158 0.00
H 6.783 0.318 1.206 0.00
H 4.786 -1.098 0.865 0.00
H 2.307 -3.463 0.558 0.00
H 2.941 -5.447 1.903 0.00
H 3.420 -5.203 4.312 0.00
H 3.276 -2.987 5.395 0.00
H 2.670 -0.997 4.061 0.00
H -0.762 -3.190 1.804 0.00
H -0.714 -5.009 3.491 0.00
H -0.663 -4.453 5.898 0.00
H -0.657 -2.094 6.629 0.00
H -0.675 -0.281 4.964 0.00
H 0.417 1.854 3.642 0.00
H -0.750 3.812 4.596 0.00
H -3.179 4.092 4.256 0.00
H -4.456 2.419 2.963 0.00
H -3.295 0.453 2.004 -0.01
C -3.427 -2.882 -5.390 0.00
C -3.274 -2.716 -3.919 0.00
C -3.592 -3.546 -2.862 0.01
C -3.303 -2.828 -1.695 0.01
N -2.835 -1.630 -2.037 0.20
N -2.792 -1.581 -3.387 0.00
C -3.500 -3.238 -0.278 0.00
H -3.741 -3.898 -5.618 0.00
H -2.488 -2.688 -5.908 0.00
H -4.180 -2.193 -5.774 0.00
H -4.000 -4.540 -2.923 0.00
H -2.626 -0.703 -3.867 0.00
H -3.389 -4.317 -0.185 0.00
H -4.509 -2.980 0.051 0.00
H -2.787 -2.745 0.380 0.00
O -2.199 2.596 -0.335 0.09
C -2.923 2.560 -1.336 0.03
N -3.130 1.382 -1.967 0.12
S -4.047 1.501 -3.337 0.00
O -5.291 0.818 -3.183 0.00
O -3.210 1.148 -4.456 0.00
C -4.251 3.244 -3.166 0.01
C -4.961 4.089 -3.993 0.00
C -5.003 5.431 -3.629 0.00
C -4.363 5.888 -2.481 0.00
C -3.656 5.019 -1.659 0.01
C -3.610 3.685 -2.018 -0.01
H -5.461 3.730 -4.882 0.00
H -5.547 6.131 -4.249 0.00
H -4.421 6.938 -2.227 0.00
H -3.158 5.366 -0.764 0.00
```

# 3
DFT (the ωB97M-V functional and the def2-TZVPD basis) results for a molecular structure, C48H42N9O4PbS3.

Results
Energy above the lowest of the compared OMol25 structures with the same formula, charge and spin, kJ/mol: 0.0
Net charge: +3
Total energy, Ha: -4034.4283
HOMO-LUMO gap, eV: 4.95

```
107
Properties=species:S:1:pos:R:3:lowdin_charge:R:1
Pb -1.549 0.813 0.114 1.32
S -2.930 2.149 2.018 0.56
C -3.349 0.781 2.996 -0.75
N -4.036 0.977 4.238 0.15
N -4.357 2.142 4.503 0.07
C -5.042 2.540 5.657 -0.20
C -5.430 1.607 6.622 0.02
C -6.106 2.071 7.729 -0.02
C -6.386 3.432 7.862 0.00
C -5.992 4.348 6.892 -0.03
C -5.314 3.904 5.775 0.01
N -3.143 -0.474 2.827 0.05
N -2.522 -0.839 1.657 -0.08
C -2.276 -2.112 1.568 -0.19
C -1.672 -2.608 0.271 -0.19
C -0.755 -3.778 0.453 0.00
C -0.860 -4.541 1.536 -0.01
C -1.841 -4.236 2.578 0.02
C -2.534 -3.085 2.601 0.01
H -4.101 2.887 3.827 0.09
H -5.203 0.558 6.496 0.12
H -6.422 1.378 8.496 0.13
H -6.920 3.781 8.736 0.13
H -6.216 5.398 7.010 0.13
H -4.997 4.600 5.006 0.13
H -1.208 -1.831 -0.333 0.06
H -0.079 -4.002 -0.358 0.12
H -0.234 -5.414 1.657 0.13
H -1.981 -4.956 3.374 0.13
H -3.202 -2.831 3.408 0.12
N -2.953 1.381 -2.154 -0.02
N -3.809 0.559 -2.899 0.04
C -3.920 -0.761 -2.750 -0.32
N -4.620 -1.405 -3.663 0.26
N -3.261 -1.321 -1.666 0.20
N -3.482 -2.585 -1.459 -0.25
O -2.816 -3.209 -0.480 0.09
O -4.247 -3.318 -2.014 0.17
H -3.445 2.255 -1.983 0.12
H -2.125 1.559 -2.752 0.06
H -4.253 0.974 -3.707 0.18
H -4.987 -0.917 -4.467 0.15
H -4.852 -2.379 -3.549 0.12
C 6.577 -1.106 3.724 -0.03
C 5.238 -0.879 3.086 -0.24
C 4.156 -0.415 3.829 -0.02
C 2.920 -0.208 3.235 -0.07
C 2.781 -0.456 1.878 -0.38
C 3.839 -0.930 1.109 -0.06
C 5.058 -1.139 1.723 -0.01
S 1.206 -0.175 1.138 0.93
O 0.958 -1.206 0.076 -0.53
C 1.361 1.442 0.365 -0.43
C 0.846 2.458 1.220 -0.17
C 0.702 3.735 0.766 -0.01
C 1.036 4.061 -0.570 -0.15
C 0.879 5.380 -1.057 -0.01
C 1.222 5.688 -2.341 -0.03
C 1.734 4.689 -3.195 -0.03
C 1.900 3.408 -2.754 0.01
C 1.556 3.051 -1.424 -0.09
C 1.735 1.713 -0.929 -0.16
C 2.465 0.777 -1.839 -0.16
C 3.891 0.837 -1.812 -0.11
C 4.599 1.570 -0.824 -0.02
C 5.963 1.593 -0.823 -0.04
C 6.695 0.892 -1.806 -0.04
C 6.043 0.188 -2.776 -0.01
C 4.628 0.148 -2.807 -0.14
C 3.937 -0.538 -3.838 0.02
C 2.578 -0.587 -3.854 -0.04
C 1.845 0.057 -2.831 -0.31
S 0.066 -0.019 -2.793 0.94
O -0.539 0.947 -3.777 -0.50
C -0.181 -1.655 -3.465 -0.40
C 0.474 -2.761 -2.940 -0.09
C 0.246 -4.007 -3.503 -0.02
C -0.631 -4.174 -4.575 -0.25
C -0.854 -5.522 -5.197 -0.03
C -1.278 -3.045 -5.078 -0.02
C -1.053 -1.788 -4.535 -0.08
H 6.545 -0.928 4.797 0.08
H 7.324 -0.440 3.290 0.09
H 6.917 -2.128 3.555 0.09
H 4.279 -0.225 4.887 0.12
H 2.078 0.135 3.824 0.11
H 3.702 -1.142 0.057 0.11
H 5.891 -1.511 1.139 0.13
H 0.592 2.207 2.245 0.11
H 0.338 4.514 1.425 0.13
H 0.497 6.142 -0.389 0.12
H 1.111 6.700 -2.707 0.12
H 2.005 4.945 -4.211 0.12
H 2.298 2.660 -3.425 0.13
H 4.055 2.113 -0.062 0.12
H 6.493 2.156 -0.065 0.12
H 7.776 0.924 -1.793 0.12
H 6.596 -0.341 -3.541 0.13
H 4.509 -1.018 -4.621 0.13
H 2.058 -1.105 -4.648 0.13
H 1.166 -2.646 -2.115 0.11
H 0.777 -4.869 -3.117 0.12
H -0.249 -6.288 -4.717 0.08
H -0.600 -5.504 -6.257 0.10
H -1.901 -5.819 -5.120 0.09
H -1.934 -3.149 -5.934 0.13
H -1.490 -0.901 -4.976 0.10
```

# 4
DFT (the ωB97M-V functional and the def2-TZVPD basis) results for a molecular structure, C48H42NO5PSTeTm.

Results
2S+1: 3
⟨S²⟩: 2.20
Net charge: -1
Total energy, Ha: -4377.9548
HOMO-LUMO gap (alpha / beta), eV: 4.18 / 4.39

```
100
Properties=species:S:1:pos:R:3:mulliken_spin:R:1
Tm -0.238 0.474 -0.437 0.90
C 2.553 1.526 -3.463 0.00
C 1.172 1.957 -3.023 0.00
C -0.006 1.290 -3.443 0.00
C -1.297 1.814 -3.219 0.00
C -2.544 1.165 -3.778 0.00
C -1.387 2.925 -2.362 0.00
C -0.265 3.578 -1.817 0.01
C -0.410 4.742 -0.863 0.00
C 1.000 3.037 -2.132 0.00
H 2.884 2.112 -4.322 0.00
H 2.561 0.485 -3.762 0.00
H 3.310 1.662 -2.689 0.00
H 0.114 0.376 -4.021 0.00
H -2.873 1.629 -4.709 0.00
H -3.362 1.258 -3.064 0.00
H -2.378 0.103 -3.973 0.00
H -2.359 3.226 -2.015 0.00
H -0.429 5.718 -1.364 0.00
H 0.419 4.760 -0.165 0.00
H -1.339 4.648 -0.292 0.00
H 1.900 3.455 -1.673 0.00
C 5.008 -1.139 -1.539 0.01
C 5.490 -0.889 -0.135 -0.01
C 6.814 -1.150 0.170 0.00
C 7.323 -0.983 1.452 0.00
C 6.489 -0.595 2.483 0.00
C 5.155 -0.358 2.236 0.01
C 4.662 -0.437 0.908 0.04
P 2.922 -0.083 0.569 0.04
C 2.455 0.934 1.988 0.38
C 1.655 0.331 3.004 -0.23
C 0.877 0.984 3.923 0.32
C 0.425 2.430 3.833 0.10
C 2.493 3.330 2.728 0.28
C 2.933 2.274 1.950 -0.03
C 3.957 2.740 0.914 0.01
C 2.164 -1.727 0.627 0.02
C 2.518 -2.568 1.670 0.00
C 2.009 -3.842 1.699 0.00
C 1.118 -4.307 0.752 0.00
C 0.730 -3.492 -0.276 0.00
C 1.319 -2.219 -0.424 -0.02
C 1.018 -1.423 -1.550 0.00
H 5.843 -1.387 -2.202 0.00
H 4.493 -0.277 -1.980 0.00
H 4.314 -1.971 -1.579 0.00
H 7.454 -1.506 -0.629 0.00
H 8.381 -1.167 1.612 0.00
H 6.897 -0.451 3.500 0.00
H 4.482 -0.078 3.047 -0.01
H 1.705 -0.765 3.030 0.02
H 0.425 0.353 4.705 -0.02
H 0.059 2.765 4.803 0.00
H 2.978 4.296 2.553 0.01
H 4.150 3.817 0.990 0.00
H 3.600 2.540 -0.111 -0.01
H 4.915 2.221 0.985 0.01
H 3.219 -2.201 2.442 0.00
H 2.309 -4.485 2.511 0.00
H 0.715 -5.309 0.818 0.00
H 0.001 -3.824 -1.018 0.00
H 0.337 -1.831 -2.299 0.00
H 1.799 -0.769 -1.941 0.00
O -2.505 2.616 4.495 0.00
C -2.110 2.557 3.327 0.02
C -0.743 2.587 2.856 -0.01
O 1.523 3.388 3.635 0.07
C -0.693 2.410 1.521 0.00
C -1.984 2.050 1.063 0.04
O -2.190 1.432 -0.086 0.02
C -2.977 2.379 2.071 0.00
O -4.187 2.484 1.950 0.04
O 0.384 2.202 0.714 0.00
S -1.225 -0.843 1.713 0.00
C -0.880 -2.285 2.486 0.00
N -0.654 -3.265 3.111 0.00
Te -2.577 -1.626 -1.031 0.00
C -4.092 -2.352 -2.421 0.00
C -5.028 -1.493 -2.972 0.00
C -6.074 -1.999 -3.716 0.00
C -6.151 -3.353 -3.939 0.00
C -5.222 -4.223 -3.430 0.00
C -4.183 -3.716 -2.652 0.00
C -4.049 -1.393 0.502 0.00
C -4.808 -0.245 0.612 0.00
C -5.692 -0.104 1.681 0.00
C -5.759 -1.094 2.629 0.00
C -5.058 -2.272 2.489 0.00
C -4.199 -2.433 1.418 0.00
H -4.937 -0.426 -2.769 0.00
H -6.829 -1.320 -4.127 0.00
H -6.948 -3.747 -4.565 0.00
H -5.263 -5.293 -3.631 0.00
H -3.433 -4.392 -2.236 0.00
H -4.690 0.559 -0.122 0.00
H -6.256 0.830 1.764 0.00
H -6.391 -0.933 3.507 0.00
H -5.169 -3.080 3.214 0.00
H -3.587 -3.329 1.304 0.00
```